C30H21CrF5NP2S | ωB97M-V/def2-TZVPD

```
61
Properties=species:S:1:pos:R:3:forces:R:3
Cr 0.204 1.094 0.955 -0.4 -0.2 0.0
N -0.181 -1.447 -0.819 -0.4 0.2 -0.1
P 0.490 -0.036 -1.520 0.5 0.0 0.2
C 0.085 -0.077 -3.277 -0.1 0.1 0.0
C -0.752 0.912 -3.790 0.0 -0.1 0.0
C -1.089 0.906 -5.136 0.0 0.0 0.0
C -0.597 -0.090 -5.965 0.0 0.0 0.0
C 0.240 -1.079 -5.459 0.0 0.0 0.0
C 0.588 -1.069 -4.120 0.1 0.0 0.1
C 2.287 -0.310 -1.453 0.0 -0.1 -0.1
C 3.107 0.799 -1.661 0.0 0.0 0.0
C 4.485 0.674 -1.589 0.0 0.0 0.0
C 5.055 -0.558 -1.297 0.0 0.0 0.0
C 4.246 -1.664 -1.076 0.0 0.0 0.0
C 2.866 -1.542 -1.154 -0.1 0.0 0.0
P -1.067 -1.072 0.571 0.1 0.0 0.1
C -2.584 -2.026 0.583 -0.1 0.1 0.0
C -2.570 -3.422 0.567 0.1 0.0 0.0
C -3.762 -4.123 0.543 0.0 0.0 0.0
C -4.970 -3.436 0.543 0.0 0.0 0.0
C -4.991 -2.050 0.564 0.0 0.0 0.0
C -3.798 -1.342 0.579 0.0 0.0 0.0
C -0.077 -1.578 2.003 0.1 0.0 0.1
C 1.158 -0.916 2.101 0.2 -0.1 -0.1
C 1.922 -0.969 3.259 -0.1 0.0 0.1
C 1.457 -1.706 4.337 0.0 0.0 0.0
C 0.233 -2.361 4.255 0.0 0.0 0.0
C -0.544 -2.285 3.107 0.0 0.0 0.0
H -0.281 -2.327 -1.310 0.1 0.0 0.0
H -1.137 1.685 -3.136 0.0 0.0 0.0
H -1.733 1.677 -5.535 0.0 0.0 0.0
H -0.859 -0.094 -7.014 0.0 0.0 0.0
H 0.629 -1.846 -6.115 0.0 0.0 0.0
H 1.270 -1.817 -3.732 0.0 0.0 0.0
H 2.670 1.770 -1.870 0.0 0.0 0.0
H 5.113 1.539 -1.750 0.0 0.0 0.0
H 6.130 -0.654 -1.233 0.0 0.0 0.0
H 4.689 -2.623 -0.843 0.0 0.0 0.0
H 2.240 -2.405 -0.965 0.0 0.0 0.0
H -1.627 -3.959 0.583 0.0 0.0 0.0
H -3.753 -5.205 0.529 0.0 0.0 0.0
H -5.900 -3.988 0.529 0.0 0.0 0.0
H -5.933 -1.520 0.564 0.0 0.0 0.0
H -3.809 -0.259 0.587 0.0 0.0 0.0
H 1.642 -0.465 1.217 0.0 -0.1 0.0
H 2.860 -0.434 3.310 0.0 0.0 0.0
H 2.041 -1.768 5.245 0.0 0.0 0.0
H -0.128 -2.929 5.102 0.0 0.0 0.0
H -1.511 -2.768 3.074 0.0 0.0 0.0
F -2.139 6.992 2.615 0.0 0.0 0.0
C -1.276 6.001 2.441 0.0 0.0 0.0
C -1.629 4.891 1.693 0.0 0.0 0.0
F -2.832 4.792 1.135 0.0 0.0 0.0
C -0.698 3.885 1.542 0.0 0.0 0.0
F -1.076 2.790 0.770 -0.1 0.1 0.1
C 0.570 3.891 2.090 0.0 0.1 0.0
S 1.728 2.588 1.857 0.1 0.0 -0.1
C 0.889 5.023 2.837 0.0 0.0 0.0
F 2.089 5.122 3.398 0.0 0.0 0.0
C -0.011 6.062 3.009 0.0 0.0 0.0
F 0.332 7.125 3.724 0.0 0.0 0.0
```
Forces are in eV/Å.

Calculated values
<S²>: 6.031
Frontier orbital gap (spin up / spin down), eV: 7.1 / 8.1
Maximum force, hartree/bohr: 0.0103
LUMO (spin up / spin down), eV: -3.551 / -2.908
Net charge: +1
Spin multiplicity: 5

---

CH10NO4 | ωB97M-V/def2-TZVPD

```
16
Properties=species:S:1:pos:R:3:forces:R:3
N 0.473 2.276 0.663 3.3 -0.1 -5.0
C 1.212 0.985 0.371 2.5 1.7 0.3
O 0.518 0.017 -0.109 -2.1 -2.6 -0.7
H -0.227 2.499 -0.017 -0.2 0.1 -0.4
H 0.085 2.301 1.500 -2.1 -0.3 4.7
H 2.102 1.066 -0.406 -0.9 1.3 1.4
H 1.683 0.823 1.385 0.1 -0.2 -0.3
H -0.829 -2.020 1.719 -2.7 1.2 3.2
H 0.122 -1.374 0.679 0.0 0.5 0.1
O -0.259 -2.207 1.058 2.6 -1.7 -3.0
H -1.452 -0.144 -0.218 -1.6 2.1 -1.2
H -1.114 1.147 -0.702 -1.3 -0.5 -0.3
O -1.976 0.648 -0.675 2.3 -1.7 1.3
H 0.612 -1.706 -1.691 -0.7 -0.2 0.1
H -0.855 -1.986 -1.592 -2.3 1.1 1.3
O -0.094 -2.325 -1.966 3.0 -0.9 -1.5
```
Forces are in eV/Å.

Calculated values
Relative energy (zero: lowest compared OMol25 entry of this formula, charge and spin), kcal per mole: 35.9
Frontier orbital gap, eV: 8.2
Maximum force, hartree/bohr: 0.1160
LUMO, eV: 4.127
Net charge: -1

---

C31H47BrO2P2Pm | ωB97M-V/def2-TZVPD

```
84
Properties=species:S:1:pos:R:3:forces:R:3
Pm 0.484 1.044 1.278 -1.2 2.2 0.0
C -0.430 3.627 0.794 -0.2 -0.7 0.8
C -1.710 3.002 0.846 0.7 -0.2 0.4
C -0.730 2.751 2.919 0.2 0.2 -0.8
C 0.181 3.495 2.086 -0.7 -0.6 -0.3
C -1.896 2.472 2.152 1.1 -0.2 -0.4
C 0.176 4.270 -0.405 0.2 0.4 -0.2
H -0.378 4.023 -1.315 0.1 0.0 0.1
H 1.229 3.980 -0.544 -0.2 0.1 0.0
H 0.161 5.365 -0.314 0.1 -0.2 -0.1
C 1.531 4.002 2.476 0.1 0.5 0.4
H 2.127 4.258 1.594 0.0 -0.1 0.1
H 2.094 3.288 3.091 -0.1 0.2 -0.2
H 1.436 4.925 3.063 0.1 -0.1 -0.1
C -0.524 2.351 4.342 0.0 0.2 0.6
H -0.695 3.209 5.011 0.1 -0.2 -0.1
H 0.492 1.976 4.552 -0.3 0.1 0.0
H -1.247 1.580 4.639 0.3 0.1 0.0
C -3.123 1.793 2.643 -0.5 -0.1 0.4
H -3.732 2.493 3.234 0.1 -0.2 -0.1
H -2.902 0.939 3.298 0.0 0.2 -0.1
H -3.757 1.440 1.824 0.1 0.0 0.1
C -2.732 2.975 -0.233 -0.6 0.0 -0.6
H -3.478 3.785 -0.128 0.3 -0.3 0.0
H -3.300 2.030 -0.225 0.2 0.3 -0.1
H -2.283 3.085 -1.232 -0.1 0.0 0.3
C 1.004 -2.505 -5.197 -0.1 0.8 -0.3
C 0.295 -1.511 -5.765 0.8 -0.7 0.0
C -1.011 -1.647 -6.488 -0.5 0.0 0.0
C -1.917 -2.832 -6.067 -0.2 0.2 -0.6
C -2.206 -2.929 -4.599 -0.3 0.0 0.4
C -1.486 -3.554 -3.664 -0.5 -0.2 0.0
C -0.217 -4.329 -3.861 0.3 0.0 -0.1
C 0.622 -3.951 -5.106 0.2 -0.7 0.2
H -0.833 -1.745 -7.573 0.1 0.1 0.3
H -1.508 -3.765 -6.468 -0.3 0.3 0.1
H -1.576 -0.708 -6.366 0.1 -0.2 0.0
H 0.111 -4.307 -6.006 0.4 0.1 0.3
H 2.010 -2.292 -4.819 -0.4 0.2 0.0
H 0.743 -0.513 -5.837 0.0 -0.3 0.1
H 1.559 -4.526 -5.037 -0.3 0.1 -0.1
H 0.410 -4.216 -2.961 -0.1 0.0 -0.2
H -1.882 -3.600 -2.638 0.0 0.1 -0.5
H -0.450 -5.405 -3.929 0.0 0.3 0.1
H -2.884 -2.678 -6.569 0.3 -0.1 0.0
H -3.167 -2.476 -4.316 0.5 -0.1 0.2
P 0.299 0.222 -1.485 0.3 -0.7 -0.6
P -1.321 -1.141 1.024 -0.3 -1.0 0.2
C 0.012 -1.637 -1.494 0.1 0.4 -0.5
C -0.321 -2.241 -0.119 -0.3 0.1 0.4
H 0.928 -2.101 -1.903 -0.4 0.2 0.1
H -0.775 -1.848 -2.237 0.2 0.2 0.4
H -0.934 -3.153 -0.231 0.5 0.1 0.0
H 0.607 -2.489 0.429 -0.4 -0.1 -0.2
C -1.449 -2.133 2.564 0.2 -0.1 -0.2
H -2.134 -1.600 3.241 0.3 -0.2 -0.1
H -0.464 -2.262 3.039 -0.4 0.1 -0.1
H -1.883 -3.105 2.284 0.1 0.2 0.3
C -3.025 -1.436 0.431 0.1 0.2 -0.2
H -3.123 -2.523 0.290 -0.2 0.4 0.0
H -3.208 -0.903 -0.513 -0.1 -0.2 0.3
H -3.727 -1.102 1.210 0.2 -0.1 -0.4
C 2.121 0.310 -1.773 -0.2 0.1 -0.1
H 2.416 1.370 -1.751 0.1 -0.3 0.0
H 2.357 -0.115 -2.757 0.1 0.1 0.2
H 2.669 -0.247 -0.999 -0.1 0.2 -0.2
C -0.348 0.896 -3.059 -0.2 0.0 -0.1
H -1.441 1.002 -2.993 0.3 0.0 0.0
H -0.101 0.274 -3.935 0.0 0.1 0.5
H 0.097 1.893 -3.204 -0.2 -0.3 0.1
Br 1.228 -1.682 5.621 0.0 -0.1 0.4
C 2.659 -0.463 5.577 1.0 0.8 -0.1
C 3.364 -0.187 6.763 0.1 0.1 -0.5
C 4.471 0.685 6.753 -0.5 -0.4 -0.4
C 4.901 1.238 5.546 0.2 0.0 0.0
C 4.222 0.959 4.369 0.2 0.2 0.2
C 3.081 0.165 4.370 -0.7 -0.1 0.6
C 2.224 0.295 3.172 -0.5 0.0 -1.0
O 2.591 1.098 2.215 0.0 -1.1 0.9
O 1.070 -0.272 3.071 1.1 0.2 0.2
H 3.045 -0.633 7.699 0.0 0.0 -0.2
H 5.000 0.895 7.685 -0.2 0.0 -0.3
H 5.750 1.920 5.505 -0.1 -0.3 0.1
H 4.532 1.382 3.412 -0.1 0.0 0.4
```
Forces are in eV/Å.

Calculated values
<S²>: 6.007
Frontier orbital gap (spin up / spin down), eV: 7.7 / 7.8
Maximum force, hartree/bohr: 0.0478
LUMO (spin up / spin down), eV: -2.547 / -2.495
Net charge: +1
Spin multiplicity: 5

---

C17H30N4O3 | ωB97M-V/def2-TZVPD

```
54
Properties=species:S:1:pos:R:3:forces:R:3
C 4.070 -0.304 -0.623 -0.1 -0.3 0.1
C 2.770 0.124 -1.221 -0.2 0.0 0.2
C 2.650 0.699 -2.488 -0.7 -0.1 0.3
C 1.389 1.032 -2.975 0.4 -0.1 0.0
C 0.237 0.811 -2.223 0.1 0.0 0.0
C 0.345 0.278 -0.943 0.5 0.0 -0.2
C -0.800 -0.029 -0.011 0.6 0.5 0.2
N -2.090 0.601 -0.342 0.0 -0.6 -0.5
C -2.187 1.987 -0.764 0.2 0.5 -0.1
O -2.869 2.712 0.240 0.0 -0.1 0.2
O -3.674 3.680 -0.411 -0.2 0.0 -0.2
C -3.194 -0.071 -0.192 -0.8 -0.5 -0.7
N -3.270 -1.354 0.266 -0.3 0.0 0.1
C -2.772 -2.433 -0.612 0.9 0.3 0.3
C -4.611 -1.527 0.866 0.4 0.1 -0.6
C -5.270 -0.147 0.579 0.6 -0.1 1.5
N -4.449 0.472 -0.439 0.1 0.4 0.3
C -4.896 0.518 -1.830 0.1 0.1 -0.5
N -4.197 -0.432 -2.700 -0.3 0.1 -0.1
C 1.613 -0.060 -0.467 -0.3 0.1 -0.2
H 3.910 -0.810 0.327 0.3 0.1 0.3
H 4.736 0.534 -0.437 0.1 0.1 0.0
H 4.574 -1.027 -1.262 0.2 0.1 -0.2
H 3.538 0.862 -3.077 0.1 0.1 -0.2
H 1.327 1.469 -3.961 -0.2 0.0 -0.1
H -0.726 1.072 -2.640 -0.1 0.0 -0.1
H -0.894 -1.102 0.065 -0.4 -0.1 0.0
H -0.534 0.316 0.989 0.0 0.1 0.1
H -1.199 2.410 -0.906 0.3 -0.3 0.1
H -2.709 2.065 -1.712 -0.2 0.0 0.0
H -3.142 4.486 -0.349 0.1 0.0 0.1
H -3.599 -2.980 -1.047 -0.2 -0.1 0.1
H -2.099 -3.082 -0.060 -0.1 -0.3 0.1
H -2.199 -2.003 -1.427 0.0 0.1 -0.1
H -4.454 -1.670 1.928 -0.4 -0.2 0.2
H -5.101 -2.390 0.428 -0.1 -0.1 -0.1
H -5.072 0.408 1.499 -0.2 0.3 0.0
H -6.341 -0.079 0.452 -0.1 -0.3 -0.6
H -4.808 1.528 -2.228 0.1 0.2 0.2
H -5.955 0.284 -1.815 -0.1 0.0 0.1
H -4.883 -0.912 -3.269 0.1 -0.3 0.1
H -3.607 0.047 -3.368 0.1 0.1 0.1
H 1.711 -0.488 0.524 0.1 0.0 0.1
C 5.387 0.223 4.016 0.2 0.1 0.5
C 5.919 -1.080 3.375 -0.1 0.7 -0.9
C 7.357 -0.807 2.883 0.4 0.0 0.5
O 5.129 -1.457 2.341 -0.3 -0.3 0.1
H 5.351 1.026 3.275 0.0 -0.1 -0.1
H 4.379 0.068 4.409 0.0 -0.1 -0.1
H 6.022 0.562 4.851 -0.1 0.0 0.0
H 6.023 -1.809 4.219 -0.1 -0.2 -0.1
H 7.358 -0.022 2.121 -0.1 0.0 -0.1
H 7.788 -1.712 2.449 -0.1 0.0 -0.1
H 8.019 -0.482 3.702 0.0 0.0 -0.1
```
Forces are in eV/Å.

Calculated values
Relative energy (zero: lowest compared OMol25 entry of this formula, charge and spin), kcal per mole: 224.2
Frontier orbital gap, eV: 3.0
Maximum force, hartree/bohr: 0.0307
LUMO, eV: -1.158

---

C58H49Cl3N9O5PdS | ωB97M-V/def2-TZVPD

```
126
Properties=species:S:1:pos:R:3:forces:R:3
Pd 0.872 0.592 -0.160 0.1 -0.2 0.1
C -11.010 6.266 -4.595 0.0 0.0 0.0
O -10.345 5.123 -5.106 0.1 -0.1 0.0
C -9.193 4.742 -4.515 0.0 0.0 0.0
C -8.608 5.397 -3.436 0.0 0.0 0.0
C -7.420 4.912 -2.909 0.0 0.0 0.0
C -6.803 3.787 -3.438 0.0 0.0 0.0
C -7.403 3.138 -4.521 0.0 0.0 0.0
C -8.580 3.607 -5.054 0.0 0.0 0.0
C -5.552 3.255 -2.904 0.0 0.0 0.0
N -4.978 2.139 -3.294 0.0 0.0 0.0
C -3.843 2.036 -2.539 0.0 0.1 0.1
C -3.722 3.105 -1.679 0.0 -0.1 0.0
N -4.828 3.882 -1.922 0.0 -0.1 0.0
C -2.637 3.255 -0.768 0.0 0.1 0.1
C -2.469 4.313 0.140 0.1 0.0 0.0
C -1.379 4.324 0.979 -0.1 0.0 -0.1
C -0.460 3.273 0.910 -0.1 0.0 -0.1
N -0.604 2.275 0.060 -0.1 0.0 0.0
C -1.659 2.243 -0.779 0.1 -0.1 0.0
C -1.756 1.118 -1.705 0.1 0.0 0.0
N -0.758 0.204 -1.698 0.0 0.1 0.0
C -0.820 -0.828 -2.519 -0.1 0.1 0.0
C -1.886 -1.024 -3.405 0.0 0.1 0.0
C -2.904 -0.101 -3.435 0.1 -0.1 0.0
C -2.849 1.005 -2.575 0.0 0.0 0.0
H -11.900 6.390 -5.205 0.0 0.0 0.0
H -10.383 7.156 -4.682 0.0 0.0 0.0
H -11.302 6.118 -3.553 0.0 0.0 0.0
H -9.063 6.273 -2.999 0.0 0.0 0.0
H -6.996 5.438 -2.062 0.0 0.0 0.0
H -6.926 2.261 -4.936 0.0 0.0 0.0
H -9.052 3.114 -5.892 0.0 0.0 0.0
H -5.064 4.756 -1.488 0.0 0.0 0.0
H -3.194 5.115 0.180 0.0 0.0 0.0
H -1.226 5.122 1.690 0.0 0.0 0.0
H 0.408 3.238 1.560 0.0 0.0 0.0
H 0.016 -1.517 -2.480 0.0 0.0 0.0
H -1.888 -1.887 -4.054 0.0 0.0 0.0
H -3.745 -0.198 -4.107 0.0 0.0 0.0
C 2.079 5.318 3.833 0.0 0.0 0.0
O 1.871 3.927 4.034 0.0 -0.1 0.1
C 2.651 3.309 4.959 0.0 -0.1 -0.1
C 3.496 3.972 5.840 0.0 0.0 0.0
C 4.243 3.252 6.763 0.0 0.0 0.0
C 4.173 1.871 6.808 0.0 0.0 0.0
C 3.360 1.205 5.905 0.0 0.0 0.0
C 2.599 1.905 4.981 0.0 0.1 0.0
N 1.749 1.207 4.087 0.0 -0.1 0.0
C 1.942 1.124 2.733 0.2 -0.1 0.0
N 2.943 1.880 2.242 -0.2 0.1 0.1
C 3.261 2.247 0.916 0.0 0.0 0.0
C 2.581 1.833 -0.219 0.0 -0.1 -0.1
C 3.034 2.306 -1.449 -0.1 0.0 -0.1
C 4.116 3.167 -1.557 0.1 0.1 0.0
C 4.775 3.593 -0.410 -0.1 -0.1 0.0
C 4.344 3.134 0.818 0.0 0.0 0.0
O 4.930 3.582 1.994 0.0 0.0 -0.1
C 6.114 2.862 2.340 0.0 0.0 0.0
N 1.207 0.355 1.982 -0.1 0.2 0.0
C 0.370 -0.612 2.568 0.0 0.0 0.0
C -1.004 -0.586 2.363 0.0 0.0 0.0
C -1.820 -1.609 2.826 0.0 0.0 0.0
C -1.259 -2.676 3.504 0.0 0.0 0.0
C 0.115 -2.727 3.725 0.0 0.0 0.0
C 0.930 -1.706 3.258 0.1 0.1 0.0
O 2.284 -1.675 3.401 -0.1 0.0 -0.1
C 2.895 -2.713 4.143 0.0 0.0 0.0
H 1.413 5.604 3.022 0.0 0.0 0.0
H 3.112 5.516 3.539 0.0 0.0 0.0
H 1.825 5.890 4.727 0.0 0.0 0.0
H 3.568 5.049 5.821 0.0 0.0 0.0
H 4.886 3.786 7.450 0.0 0.0 0.0
H 4.755 1.314 7.529 0.0 0.0 0.0
H 3.310 0.123 5.899 0.0 0.0 0.0
H 1.186 0.471 4.485 0.0 0.1 0.0
H 3.444 2.441 2.916 0.0 0.0 0.0
H 2.517 2.009 -2.357 0.0 0.0 0.0
H 4.437 3.522 -2.527 0.0 0.0 0.0
H 5.606 4.284 -0.451 0.0 0.0 0.0
H 6.495 3.305 3.257 0.0 0.0 0.0
H 6.861 2.952 1.548 0.0 0.0 0.0
H 5.888 1.805 2.506 0.0 0.0 0.0
H -1.422 0.253 1.820 0.0 0.0 0.0
H -2.887 -1.566 2.659 0.0 0.0 0.0
H -1.883 -3.477 3.873 0.0 0.0 0.0
H 0.537 -3.565 4.261 0.0 0.0 0.0
H 3.959 -2.491 4.145 0.0 0.0 0.0
H 2.729 -3.690 3.680 0.0 0.0 0.0
H 2.523 -2.739 5.171 0.0 0.0 0.0
Cl -2.630 -8.000 -2.356 0.0 0.0 0.0
C -1.148 -7.379 -1.712 0.0 0.0 0.0
C -1.103 -6.090 -1.211 0.0 -0.1 0.0
C 0.101 -5.605 -0.727 0.0 0.0 0.1
C 1.262 -6.367 -0.731 0.0 0.0 0.0
C 2.596 -5.845 -0.248 0.0 -0.1 0.1
C 2.542 -4.711 0.805 0.0 -0.1 0.0
N 2.582 -3.368 0.257 -0.1 0.1 0.0
C 3.684 -2.740 -0.270 0.0 0.0 0.0
C 3.258 -1.526 -0.714 0.1 -0.1 0.1
N 1.916 -1.400 -0.458 -0.1 0.2 0.1
C 1.546 -2.513 0.134 0.0 0.0 -0.1
O 3.489 -5.519 -1.298 0.1 0.1 0.1
C 2.980 -4.807 -2.429 0.0 0.0 0.0
C 2.444 -5.708 -3.503 0.0 -0.1 0.0
C 3.165 -6.687 -4.120 0.1 0.0 0.1
Cl 4.807 -7.080 -3.827 0.0 0.0 0.0
S 2.264 -7.547 -5.293 0.0 0.0 0.0
C 0.881 -6.585 -4.985 0.0 0.0 0.0
C 1.118 -5.657 -4.022 0.0 0.0 0.0
C 1.167 -7.669 -1.226 0.0 0.0 0.0
Cl 2.558 -8.702 -1.260 0.0 0.0 0.0
C -0.021 -8.184 -1.714 0.0 0.1 0.0
H -1.995 -5.480 -1.201 0.0 0.0 0.0
H 0.123 -4.598 -0.336 0.0 0.0 0.0
H 3.088 -6.678 0.260 0.0 0.0 0.0
H 3.405 -4.816 1.463 0.0 0.0 -0.1
H 1.647 -4.795 1.426 0.0 0.0 0.0
H 4.645 -3.221 -0.294 0.0 0.0 0.0
H 3.819 -0.725 -1.163 0.0 0.0 0.0
H 0.561 -2.716 0.522 0.0 0.0 0.0
H 3.835 -4.240 -2.798 0.0 0.0 0.0
H 2.206 -4.087 -2.146 0.0 0.0 0.0
H -0.033 -6.762 -5.526 0.0 0.0 0.0
H 0.372 -4.960 -3.670 0.0 0.0 0.0
H -0.061 -9.192 -2.100 0.0 0.0 0.0
```
Forces are in eV/Å.

Calculated values
Relative energy (zero: lowest compared OMol25 entry of this formula, charge and spin), kcal per mole: 0.0
<S²>: 2.007
Frontier orbital gap (spin up / spin down), eV: 6.6 / 7.1
Maximum force, hartree/bohr: 0.0050
LUMO (spin up / spin down), eV: -2.462 / -2.708
Net charge: +1
Spin multiplicity: 3

---

C2H4N4O2 | ωB97M-V/def2-TZVPD

```
12
Properties=species:S:1:pos:R:3:forces:R:3
C 1.828 -0.174 -0.026 0.1 -2.8 0.6
C -1.762 0.143 -0.028 -0.7 0.6 -0.5
H 3.651 0.708 0.087 -1.1 -0.2 -0.6
H 2.375 1.823 0.020 -0.5 -0.6 -0.1
H -2.569 -1.838 -0.073 0.4 0.6 0.1
H -3.661 -0.520 0.269 1.0 -0.4 -0.6
N 2.653 0.859 -0.138 2.9 1.1 0.5
N 0.495 0.368 0.071 -2.8 -1.8 -0.6
N -0.384 -0.508 -0.165 0.6 2.5 0.6
N -2.737 -0.834 -0.080 -0.4 0.8 0.8
O 2.113 -1.371 0.053 -0.3 2.3 -0.2
O -2.002 1.344 0.010 0.8 -2.3 0.2
```
Forces are in eV/Å.

Calculated values
SMILES: NC(=O)/N=N/C(N)=O
Relative energy (zero: lowest compared OMol25 entry of this formula, charge and spin), kcal per mole: 1.0
Frontier orbital gap, eV: 8.9
Maximum force, hartree/bohr: 0.0657
LUMO, eV: -0.932